*w*
Density functional theory data (ωB97M-V/def2-TZVPD) for an isolated molecule of CH5N3O.

XYZ file:
```
10
CH5N3O | the Open Molecules 2025 dataset | ωB97M-V/def2-TZVPD
C -0.192 -0.427 1.030
N 0.619 0.020 -0.103
N 0.371 -0.030 -1.450
N 1.979 0.647 0.018
O 2.331 1.030 1.120
H -1.189 0.086 0.998
H -0.426 -1.547 0.863
H 0.365 -0.265 1.931
H 1.210 0.521 -1.744
H 0.417 -0.894 -1.863
```

Results
Kohn-Sham gap (alpha / beta): 9.04 / 9.04 eV
SMILES string: CN(N)N=O

*x*
Density functional theory data (ωB97M-V/def2-TZVPD) for an isolated molecule of CH5N3O.

XYZ file:
```
10
CH5N3O | the Open Molecules 2025 dataset | ωB97M-V/def2-TZVPD
C 0.292 -0.873 0.089
N -0.687 -0.038 -0.492
N 1.442 -0.285 -0.521
N -0.801 1.189 -0.157
O 1.496 0.894 0.136
H 0.343 -1.039 1.241
H 0.102 -1.846 -0.257
H -0.754 -0.154 -1.526
H -0.792 1.243 0.882
H 1.129 1.650 -0.528
```

Results
Kohn-Sham gap (alpha / beta): 9.40 / 8.34 eV

Stability, lowest: *x*